{
  "formula": "C5H18N4O4",
  "method": "ωB97M-V with the def2-TZVPD basis set",
  "symbols": ["O", "H", "H", "C", "C", "C", "O", "H", "H", "H", "H", "H", "H", "H", "H", "C", "O", "N", "N", "H", "H", "H", "H", "C", "O", "N", "N", "H", "H", "H", "H"],
  "coordinates": [[0.21092, 0.07060, 1.19607], [0.05450, -0.48539, 1.95938], [-0.59456, 0.57877, 1.10020], [0.81568, 0.30748, -2.96330], [-0.71157, 0.25174, -2.78364], [-1.19847, 1.42774, -1.93468], [-1.43870, 0.31896, -4.01072], [1.24090, 0.27213, -1.96027], [0.99265, 1.18315, -3.58778], [1.24770, -0.51386, -3.53501], [-0.91108, -0.68212, -2.25807], [-2.24235, 1.25463, -1.67309], [-1.18639, 2.39091, -2.44483], [-0.67838, 1.56791, -0.98707], [-1.25219, 1.12859, -4.49168], [3.50154, 0.42994, 0.17142], [4.66286, 0.54027, -0.12704], [2.76752, 1.41257, 0.57123], [2.82024, -0.68077, 0.07621], [1.85615, 1.11928, 0.89295], [3.16884, 2.32955, 0.70605], [3.11314, -1.64143, -0.03078], [1.82460, -0.51202, 0.09422], [-1.88102, -1.62919, 3.68549], [-1.04641, -1.77691, 4.56330], [-2.99292, -1.06823, 3.82618], [-1.78398, -1.94966, 2.40970], [-3.57547, -0.88503, 3.02171], [-3.22323, -0.62170, 4.70235], [-0.96403, -2.35232, 1.97884], [-2.59651, -1.78562, 1.83264]],
  "nbo_charge": [-0.961, 0.495, 0.484, -0.628, 0.102, -0.630, -0.724, 0.214, 0.200, 0.218, 0.170, 0.209, 0.208, 0.192, 0.465, 0.745, -0.677, -0.841, -0.852, 0.402, 0.409, 0.409, 0.386, 0.734, -0.661, -0.795, -0.844, 0.375, 0.411, 0.406, 0.377],
  "charge": 0,
  "e_tot_ev": -19627.687,
  "mol_weight_g_mol": 198.2,
  "smiles": "NC(N)=O.NC(N)=O.CC(C)O.O",
  "homo_lumo_gap_ev": 9.01,
  "max_force_ha_per_bohr": 0.16070
}